Record 1
The following is a DFT calculation (ωB97M-V/def2-TZVPD) of a gas-phase ion, C3H9N2 (charge +1).

Calculated values
- E_tot: -6230.153 eV
- Energy above the lowest of the compared OMol25 structures with the same formula, charge and spin: 20.65 kcal per mole
- SMILES: C/C([NH3+])=C\N

Geometry as ORCA input:
```
! wB97M-V def2-TZVPD RIJCOSX def2/J DEFGRID3
* xyz 1 1
C 1.423 -0.097 0.481
C 0.084 -0.165 -0.164
C -1.095 0.312 0.256
N -1.328 0.913 1.441
N 0.064 -0.775 -1.522
H 2.024 0.698 0.011
H 2.000 -1.015 0.367
H 1.358 0.194 1.505
H -1.969 0.217 -0.378
H -0.608 1.288 2.029
H -2.225 1.299 1.643
H -0.306 -1.730 -1.538
H 1.009 -0.907 -1.902
H -0.431 -0.230 -2.229
*
```

Löwdin population analysis, charges in e, atoms 1 to 5:
1 C -0.03
2 C -0.30
3 C -0.14
4 N 0.11
5 N 0.21



Record 2
The following is a DFT calculation (ωB97M-V/def2-TZVPD) of a gas-phase ion, C3H9N2 (charge +1).

Calculated values
- E_tot: -6229.036 eV
- Energy above the lowest of the compared OMol25 structures with the same formula, charge and spin: 46.41 kcal per mole
- SMILES: C=C[C@@H](N)[NH3+]

Geometry as ORCA input:
```
! wB97M-V def2-TZVPD RIJCOSX def2/J DEFGRID3
* xyz 1 1
C -1.981 -0.078 0.364
C -0.900 -0.195 -0.381
C 0.448 -0.313 0.308
N 1.165 -1.347 -0.201
N 1.060 1.337 -0.066
H -2.961 0.031 -0.258
H -2.012 -0.211 1.466
H -1.009 -0.199 -1.404
H 0.246 -0.349 1.403
H 0.753 -1.698 -1.007
H 1.756 -1.871 0.401
H 1.589 1.922 0.523
H 1.667 1.290 -0.874
H 0.181 1.681 -0.274
*
```

Löwdin population analysis, charges in e, atoms 1 to 5:
1 C 0.06
2 C -0.18
3 C -0.25
4 N 0.13
5 N 0.23



Record 3
The following is a DFT calculation (ωB97M-V/def2-TZVPD) of a molecular structure, C3H9N2.

Calculated values
- E_tot: -6223.670 eV
- Energy above the lowest of the compared OMol25 structures with the same formula, charge and spin: 170.14 kcal per mole

Geometry as ORCA input:
```
! wB97M-V def2-TZVPD RIJCOSX def2/J DEFGRID3
* xyz 1 1
C 1.715 0.003 0.360
C 0.696 0.740 -0.451
N -1.270 -0.385 1.181
C -1.797 -0.336 -0.060
N -0.285 -0.026 -1.197
H 2.385 -0.597 -0.215
H 1.197 -0.596 1.083
H 2.276 0.820 0.971
H 1.094 1.601 -1.106
H 0.042 1.410 0.198
H -2.142 -1.187 -0.625
H -1.740 -1.142 1.654
H -2.401 0.497 -0.136
H 0.231 -0.804 -1.657
*
```

Löwdin population analysis, charges in e, atoms 1 to 5:
1 C -0.07
2 C -0.33
3 N 0.25
4 C -0.09
5 N 0.18



Record 4
The following is a DFT calculation (ωB97M-V/def2-TZVPD) of a gas-phase ion, C3H9N2 (charge +1).

Calculated values
- E_tot: -6226.866 eV
- Energy above the lowest of the compared OMol25 structures with the same formula, charge and spin: 96.46 kcal per mole
- SMILES: C/C([NH3+])=C/N

Geometry as ORCA input:
```
! wB97M-V def2-TZVPD RIJCOSX def2/J DEFGRID3
* xyz 1 1
C -0.028 -1.335 0.881
C -0.027 0.153 0.523
C -1.082 0.610 -0.235
N -0.854 0.688 -1.641
N 1.433 0.643 0.409
H 0.955 -1.750 1.137
H -0.868 -1.487 1.572
H -0.340 -1.865 -0.032
H -2.016 0.984 0.161
H -1.330 -0.140 -1.994
H -1.101 1.476 -2.228
H 1.987 -0.130 0.014
H 1.404 1.616 0.100
H 1.867 0.538 1.335
*
```

Löwdin population analysis, charges in e, atoms 1 to 5:
1 C -0.03
2 C -0.23
3 C -0.13
4 N 0.05
5 N 0.22



Record 5
The following is a DFT calculation (ωB97M-V/def2-TZVPD) of 2 unconnected molecules or ions with the total composition C3H9N2.

Calculated values
- E_tot: -6229.237 eV
- Energy above the lowest of the compared OMol25 structures with the same formula, charge and spin: 41.77 kcal per mole

Geometry as ORCA input:
```
! wB97M-V def2-TZVPD RIJCOSX def2/J DEFGRID3
* xyz 1 1
C 0.665 -1.058 -1.283
N 1.713 -0.332 -1.084
H 0.626 -2.007 -0.769
H -0.009 -0.895 -2.104
H 1.802 0.587 -1.501
H 2.298 -0.523 -0.283
C -1.219 -0.589 0.230
C -0.984 0.713 0.481
N -0.421 1.223 1.607
H -0.936 -1.380 0.910
H -1.826 -0.834 -0.626
H -1.138 1.444 -0.302
H -0.558 0.668 2.443
H -0.658 2.188 1.784
*
```

Löwdin population analysis, charges in e, atoms 1 to 5:
1 C 0.04
2 N 0.15
3 H 0.11
4 H 0.12
5 H 0.15



Record 6
The following is a DFT calculation (ωB97M-V/def2-TZVPD) of a gas-phase ion, C3H9N2 (charge +1).

Calculated values
- E_tot: -6230.110 eV
- Energy above the lowest of the compared OMol25 structures with the same formula, charge and spin: 21.65 kcal per mole
- SMILES: CCNC=[NH2+]

Geometry as ORCA input:
```
! wB97M-V def2-TZVPD RIJCOSX def2/J DEFGRID3
* xyz 1 1
C 0.994 -1.538 -0.008
C 0.189 -0.809 1.074
N -0.716 0.111 0.320
C -0.223 1.191 -0.237
N -0.928 1.994 -1.092
H 1.531 -0.819 -0.498
H 1.691 -2.262 0.503
H 0.448 -2.120 -0.746
H -0.557 -1.552 1.528
H 0.625 -0.313 1.976
H -1.715 -0.102 0.390
H 0.869 1.446 -0.136
H -1.902 2.147 -1.476
H -0.305 2.625 -1.597
*
```

Löwdin population analysis, charges in e, atoms 1 to 5:
1 C -0.07
2 C -0.19
3 N 0.04
4 C -0.11
5 N 0.15



Please write out number 5 again, unchanged.
The following is a DFT calculation (ωB97M-V/def2-TZVPD) of 2 unconnected molecules or ions with the total composition C3H9N2.

Calculated values
- E_tot: -6229.237 eV
- Energy above the lowest of the compared OMol25 structures with the same formula, charge and spin: 41.77 kcal per mole

Geometry as ORCA input:
```
! wB97M-V def2-TZVPD RIJCOSX def2/J DEFGRID3
* xyz 1 1
C 0.665 -1.058 -1.283
N 1.713 -0.332 -1.084
H 0.626 -2.007 -0.769
H -0.009 -0.895 -2.104
H 1.802 0.587 -1.501
H 2.298 -0.523 -0.283
C -1.219 -0.589 0.230
C -0.984 0.713 0.481
N -0.421 1.223 1.607
H -0.936 -1.380 0.910
H -1.826 -0.834 -0.626
H -1.138 1.444 -0.302
H -0.558 0.668 2.443
H -0.658 2.188 1.784
*
```

Löwdin population analysis, charges in e, atoms 1 to 5:
1 C 0.04
2 N 0.15
3 H 0.11
4 H 0.12
5 H 0.15



Question: What is the E_tot in the second record?
Answer: -6229.036 eV



Question: Which of these has the lowest energy above the lowest of the compared OMol25 structures with the same formula, charge and spin?
Answer: number 1



Question: Which of these has the lowest E_tot?
Answer: number 1